DFT (the ωB97M-V functional and the def2-TZVPD basis) results for C32H44IMnNO2 as an isolated structure.

Each line ends with the Löwdin spin population.
Cartesian coordinates (Å):
Mn 0.13714 0.79971 0.87081  4.18
C 0.71854 2.07688 -0.94721  0.03
C 1.25856 0.77785 -1.14839  -0.15
C 2.31982 0.59177 -0.12336  -0.04
C 2.29820 1.73567 0.66365  -0.03
C 1.31658 2.67502 0.17403  -0.13
C 1.20969 4.13201 0.56246  -0.01
C 1.90718 4.39270 1.89911  0.00
C -0.24808 4.58983 0.65481  0.00
C 1.91659 4.92835 -0.54877  -0.01
C 3.34186 -0.51847 0.11913  0.00
C 4.33588 -0.08234 1.20415  0.00
C 2.66583 -1.80902 0.61775  0.00
C 4.16808 -0.78976 -1.14838  0.00
C 0.83662 -0.00425 -2.38927  -0.01
C 0.82805 -1.52982 -2.23285  0.00
C 1.77865 0.41870 -3.53177  -0.01
C -0.59846 0.39858 -2.78594  0.00
H 0.03242 2.57005 -1.61508  0.01
H 2.98084 1.94587 1.46850  0.00
H 1.48942 3.76891 2.69522  0.00
H 1.77300 5.43678 2.18480  0.00
H 2.98096 4.20361 1.83580  0.00
H -0.75344 4.10120 1.48556  0.00
H -0.79651 4.38336 -0.26836  0.00
H -0.28418 5.66628 0.83029  0.00
H 2.94697 4.58944 -0.67984  0.00
H 1.93468 5.98719 -0.28376  0.00
H 1.39628 4.82193 -1.50257  0.00
H 3.85033 0.06675 2.17175  0.00
H 4.86518 0.83213 0.92714  0.00
H 5.07889 -0.86983 1.33103  0.00
H 2.25875 -1.66261 1.62056  0.00
H 3.40307 -2.61330 0.67239  0.00
H 1.85399 -2.13249 -0.02546  0.00
H 4.58587 0.13995 -1.54314  0.00
H 3.59553 -1.27316 -1.93438  0.00
H 4.99901 -1.45015 -0.89587  0.00
H 1.81012 -1.94588 -2.03147  0.00
H 0.47834 -1.97346 -3.16621  0.00
H 0.14040 -1.83228 -1.44023  0.00
H 2.81049 0.12206 -3.35088  0.00
H 1.75328 1.50186 -3.67217  0.00
H 1.44457 -0.05342 -4.45789  0.00
H -1.27068 0.35655 -1.92743  0.00
H -0.97120 -0.30087 -3.53420  0.00
H -0.64402 1.39725 -3.22433  0.00
I 1.05369 0.17449 3.79602  0.04
C -0.81041 1.12270 3.63416  0.01
C -1.67579 1.19129 4.70149  0.00
C -2.90853 1.79471 4.48430  0.01
C -3.21398 2.28772 3.22862  0.00
C -2.28119 2.16345 2.22252  0.01
N -1.07638 1.60781 2.42015  0.02
H -1.39980 0.78532 5.66291  0.00
H -3.62359 1.86383 5.29417  0.00
H -4.17281 2.73764 3.01587  0.00
H -2.48610 2.52174 1.22321  0.00
C -3.39188 -6.09000 -2.08503  0.00
C -3.02402 -4.80177 -1.39495  0.00
C -2.13708 -4.78799 -0.32867  0.00
C -1.80985 -3.61149 0.33588  0.00
C -0.84988 -3.64358 1.49962  0.00
C -2.41167 -2.42089 -0.08010  0.00
C -3.31982 -2.40479 -1.14477  0.00
C -3.99904 -1.13222 -1.58554  0.00
C -3.59580 -3.59947 -1.79589  0.00
C -2.12709 -1.14484 0.65279  0.01
O -3.00799 -0.49885 1.17937  0.02
O -0.86241 -0.74824 0.58379  0.09
H -2.70702 -6.89434 -1.81835  0.00
H -3.38504 -5.97141 -3.16964  0.00
H -4.39954 -6.39915 -1.79838  0.00
H -1.68831 -5.72067 -0.00047  0.00
H -0.62764 -4.67038 1.78763  0.00
H -1.26546 -3.12855 2.36938  0.00
H 0.08688 -3.14845 1.24644  0.00
H -3.28696 -0.31188 -1.69882  0.00
H -4.73589 -0.81729 -0.84587  0.00
H -4.50366 -1.27674 -2.53970  0.00
H -4.28905 -3.59484 -2.63187  0.00

Forces on atoms 1 to 2 (eV/Å):
Mn 0.11 0.26 -0.04
C 0.16 0.07 0.08

HOMO level (spin up / spin down) in eV: -10.714 / -10.729
LUMO level (spin up / spin down) in hartree: -0.17380 / -0.11586
HOMO-LUMO gap (spin up / spin down) in eV: 5.984 / 7.576
Maximum force in eV/Å: 0.5
Charge: +1
Spin multiplicity: 5